Record 1
DFT (ωB97M-V/def2-TZVPD) results for C36H32CrF3IN5O5PS3 as an isolated structure.

XYZ file:
```
87
Properties=species:S:1:pos:R:3:forces:R:3:mulliken_spin:R:1
I -0.33161 -1.63808 -7.28788 -0.012 0.008 -0.039 0.001
Cr -0.57698 -0.21721 -1.27350 -0.217 0.254 -0.460 2.990
S -2.05127 -3.07426 -2.35072 0.200 0.025 -0.067 0.047
S 1.63765 -3.98910 -2.23014 -0.045 -0.429 0.263 0.001
S -2.89082 0.50966 -1.72979 0.061 -0.005 -0.219 -0.027
P -0.51711 -0.32716 2.05610 -0.023 -0.111 -0.048 0.018
F 3.28112 -5.94956 -1.57659 -0.003 0.019 -0.002 0.000
F 3.49347 -5.27744 -3.62293 -0.017 0.017 0.028 0.000
F 4.26934 -4.07106 -2.00154 0.002 0.016 0.005 0.000
O 0.66630 -4.96759 -2.63521 0.094 0.023 -0.082 0.001
O 1.63197 -3.61332 -0.82864 0.016 -0.310 -0.022 0.000
O 0.09238 -0.22140 -3.33439 -0.126 0.199 -0.059 -0.006
O -2.24704 -3.02139 -3.80851 -0.049 -0.026 -0.013 0.038
O 1.80138 -2.85054 -3.12788 0.152 -0.212 -0.046 0.001
N 1.38450 -0.93393 -1.15864 -0.156 0.398 0.223 -0.033
N -1.72968 -0.21155 -4.66538 -0.030 -0.052 -0.012 0.000
N -1.32645 -2.00417 -1.66111 -0.177 -0.209 0.425 -0.066
N 0.50367 1.63908 -1.34587 0.213 -0.077 -0.028 -0.036
N -0.75699 -0.02553 0.58669 0.119 0.128 0.166 0.025
C -0.81515 3.51414 4.58636 -0.006 -0.003 -0.005 0.001
C -3.56529 3.76123 0.57356 0.007 0.000 -0.036 0.006
C 3.68467 -0.12308 -1.43316 -0.005 -0.035 -0.007 0.001
C -1.97840 -2.62789 1.90485 -0.039 0.005 -0.047 0.006
C -0.64053 1.14663 3.12718 0.020 0.029 -0.003 -0.009
C 3.41601 -0.82672 3.24332 -0.009 -0.005 -0.006 0.000
C 2.75751 2.50644 -1.60890 -0.051 -0.039 0.014 0.000
C -0.49706 -0.58936 -4.36536 0.038 -0.060 0.074 0.002
C -3.32634 2.46341 0.14505 -0.019 0.005 -0.024 -0.008
C 4.58983 0.94316 -1.61134 0.007 0.050 -0.002 -0.002
C 0.04131 2.86001 -1.40836 0.013 -0.043 0.107 0.009
C -0.93402 2.34664 2.48893 0.006 -0.038 0.014 0.003
C -2.92781 -3.57092 2.26262 -0.006 0.005 0.023 -0.003
C 0.26310 -1.54610 -5.24453 -0.056 0.058 -0.020 0.000
C 1.45414 -2.27112 1.92810 0.023 -0.054 0.014 0.008
C -1.71562 -1.53339 2.73360 -0.080 0.013 -0.076 0.009
C -3.28003 3.22489 -2.12691 -0.129 -0.008 -0.036 -0.002
C 1.85401 1.43869 -1.43364 0.059 0.087 -0.007 0.033
C -1.02412 3.52717 3.21485 0.005 -0.004 0.027 -0.001
C 1.13663 -1.02067 2.46110 -0.041 0.010 0.078 0.008
C -0.42952 1.14168 4.50510 0.025 0.020 0.009 0.001
C -0.51752 2.31974 5.23206 -0.010 -0.010 0.002 0.000
C 2.13652 -0.30154 3.11472 0.024 0.013 -0.073 -0.002
C -3.42760 -2.31632 4.24697 0.003 -0.007 -0.002 0.000
C -2.46716 -1.37582 3.89423 0.082 -0.049 0.056 -0.002
C 3.71674 -2.07305 2.71261 -0.004 -0.009 0.001 0.001
C -3.52666 4.52230 -1.69847 0.016 -0.020 0.000 0.003
C 0.87068 3.98712 -1.58453 0.041 0.026 0.010 -0.003
C 2.34234 0.11373 -1.34325 -0.070 -0.058 0.078 -0.010
C 4.14142 2.23085 -1.69653 0.028 -0.043 0.003 0.001
C 3.25040 -4.87043 -2.36906 0.015 0.009 -0.122 0.000
C 2.73433 -2.79274 2.04560 -0.018 0.024 -0.004 -0.001
C 2.21693 3.81011 -1.68909 -0.006 0.023 -0.010 0.003
C -3.66835 4.79975 -0.34463 0.015 0.003 0.005 -0.006
C -3.17604 2.17044 -1.21448 -0.028 -0.025 0.127 0.002
C -3.65076 -3.42064 3.43941 0.010 0.005 -0.002 0.000
H -3.86249 5.81110 -0.00932 0.003 0.004 -0.002 0.000
H -2.32483 -0.51057 4.52749 -0.002 0.003 -0.005 0.000
H -2.27267 0.19234 -3.89284 0.016 0.031 -0.035 -0.001
H 2.95392 -3.74877 1.58899 0.016 0.003 0.000 0.000
H 1.53793 -1.41706 -0.27624 0.021 0.023 -0.066 -0.008
H -4.00897 -2.17595 5.15020 -0.001 -0.003 0.000 0.000
H 1.31714 -1.29551 -5.21874 -0.024 -0.039 0.011 0.000
H 0.41768 4.96734 -1.63685 -0.004 -0.001 0.007 0.000
H -1.02804 2.97777 -1.30915 0.022 0.024 -0.039 -0.001
H 1.48770 -1.64572 -1.89435 0.076 0.299 -0.062 -0.015
H 4.71726 -2.47737 2.80563 0.002 0.005 -0.003 0.000
H -2.22472 -0.75464 -5.35569 -0.009 0.029 0.001 0.001
H 1.92997 0.68521 3.50769 -0.016 0.007 0.010 -0.001
H 2.88508 4.65134 -1.83324 -0.003 0.005 0.010 0.000
H 0.12107 -2.54162 -4.82741 0.005 0.030 -0.052 -0.001
H -4.40064 -4.15234 3.71392 -0.004 0.002 0.000 0.000
H -3.11880 -4.41062 1.60658 0.002 -0.004 0.000 0.000
H 4.04186 -1.14409 -1.37070 -0.009 -0.004 -0.003 0.000
H -0.88281 4.43342 5.15529 0.001 0.001 0.001 0.000
H -1.10192 2.32200 1.41779 0.092 0.022 0.063 0.023
H -3.22832 1.65395 0.85836 -0.052 -0.008 -0.039 -0.002
H -0.35133 2.30779 6.30224 0.002 0.001 0.000 0.000
H -1.47787 -2.70905 0.94559 -0.002 0.024 0.001 0.004
H -3.60591 5.31992 -2.42802 -0.004 0.004 0.001 0.000
H 0.71891 -2.83979 1.37127 -0.014 0.014 0.041 0.000
H -0.18040 0.21654 5.01262 0.014 0.000 -0.003 0.000
H 4.18258 -0.25175 3.74891 0.000 -0.003 0.002 0.000
H -1.26022 4.45524 2.70852 0.007 -0.003 -0.014 0.000
H 5.64844 0.72916 -1.67999 0.005 0.010 -0.003 0.000
H -3.16367 3.01272 -3.18322 0.006 -0.001 0.008 0.001
H -3.67124 3.96131 1.63359 -0.006 -0.006 0.001 0.000
H 4.83292 3.05387 -1.83097 0.000 0.002 -0.004 0.000
```
Forces are in eV/Å.

multiplicity: 4
HOMO (spin up / spin down): -4.98 / -5.22 eV
Kohn-Sham gap (spin up / spin down): 6.833 / 7.028 eV
total charge: -1

---

Record 2
DFT (ωB97M-V/def2-TZVPD) results for one molecule with the formula C5H10O3 at a distorted geometry.

XYZ file:
```
18
Properties=species:S:1:pos:R:3:forces:R:3:mulliken_charge:R:1
O 0.77364 1.78023 0.45945 1.000 -0.276 0.296 -0.483
O -1.74641 1.29550 -0.14357 3.964 -2.249 -0.951 -0.541
O -0.53310 -0.50098 1.57267 -0.085 -0.922 0.913 -0.589
C 1.23820 0.72852 -0.34396 1.471 -1.777 -1.675 0.001
C 1.91180 -0.66231 -0.02597 -3.070 1.646 4.497 -0.830
C -0.81014 -0.84567 0.24523 1.949 -0.302 -0.381 -0.618
C 0.44390 -0.50000 -0.57419 1.073 -1.692 -0.056 -0.064
C -1.92448 -0.12881 -0.45802 -3.721 -0.247 -0.460 -0.165
H -3.04380 -0.34249 -0.06324 2.651 0.077 -0.721 0.274
H 1.32353 1.89075 1.24343 -0.078 -0.102 0.000 0.349
H -1.96246 -0.60734 -1.64673 0.335 2.055 2.964 0.211
H 1.58573 1.03399 -1.30917 0.392 0.994 -0.201 0.320
H -0.83418 -1.92413 0.25698 -0.728 -0.460 -0.294 0.403
H -0.62933 1.30728 -0.00820 -4.786 1.178 -0.322 0.366
H 2.02904 -0.91128 1.12937 -0.694 0.566 -2.527 0.188
H -0.89090 0.33736 1.81367 -0.648 1.011 -0.043 0.467
H 0.35076 -0.88084 -1.60329 0.018 0.644 0.328 0.381
H 2.71822 -1.06978 -0.54447 0.958 -0.143 -1.369 0.330
```
Forces are in eV/Å.

HOMO: -9.83 eV
Kohn-Sham gap: 10.484 eV
total charge: 0
SMILES string: OC[C@H](O)[C@@H]1C[C@@H]1O

---

Record 3
DFT (ωB97M-V/def2-TZVPD) results for one molecule with the formula C17H20N2O3 at a distorted geometry.

XYZ file:
```
42
Properties=species:S:1:pos:R:3:forces:R:3:mulliken_charge:R:1
O -1.06172 0.17781 1.49146 0.044 -0.524 0.035 -0.708
O -1.70271 1.26514 -1.48584 2.584 0.758 -1.010 -0.607
O -1.22192 -4.21510 -1.70664 -0.594 -1.290 -0.665 -0.724
N -0.15488 -2.08723 -2.68939 -2.633 0.533 -2.046 -0.804
N 0.22960 0.21646 -1.04709 1.340 -0.041 0.290 0.556
C -1.06114 -1.00893 0.75645 1.056 2.067 -2.160 0.471
C -0.45135 1.30567 -1.61426 -1.735 -1.692 0.910 0.502
C 0.31251 2.49907 -2.20838 0.305 -0.260 0.709 -0.380
C -1.89760 -3.28350 0.46773 0.214 -2.674 -1.518 -0.299
C 2.34373 -1.32722 -0.41956 -2.510 0.174 -0.047 -1.347
C 1.71181 0.13102 -0.64302 0.590 -1.679 -3.529 0.465
C -2.23793 -2.18498 2.56509 -1.138 0.648 2.440 -0.298
C -2.56574 -4.51491 0.96691 -0.434 3.065 2.520 -0.972
C -1.70643 -2.18702 1.29422 0.925 1.851 -1.138 -0.127
C -0.50715 -0.89597 -0.58081 -1.769 -1.722 2.915 0.086
C 2.01512 1.08761 0.41073 -0.181 0.533 1.201 -1.329
C -1.12377 -1.77516 -3.53099 3.074 -0.594 1.131 -0.375
C -3.04558 -3.20921 3.02206 1.275 -0.620 -1.663 -0.790
C -0.10757 3.66695 -1.26734 -0.505 1.440 -3.077 -1.287
C -1.31455 -3.17514 -0.84050 1.297 0.446 -0.860 0.665
C -3.15515 -4.42081 2.27225 0.710 -0.425 -2.365 -0.306
C -0.62867 -2.06763 -1.34701 -0.995 0.847 1.369 0.602
H 1.72383 -1.97908 0.26976 1.062 0.969 -0.329 0.234
H -0.92460 -1.81961 -4.59847 0.193 0.019 0.037 0.301
H 0.06047 2.65818 -3.24990 -0.674 0.031 -0.080 0.443
H -0.83948 0.94594 0.91681 -0.292 -1.076 0.296 0.266
H -0.76821 -3.87973 -2.52262 -0.538 -0.657 1.048 0.409
H -3.56632 -3.13396 3.92663 -0.416 0.140 1.326 0.464
H 1.42103 2.34432 -2.28948 -0.927 0.009 0.720 0.221
H 1.78316 0.75338 1.42648 -0.425 0.101 -0.165 0.289
H -2.09495 -1.44112 -3.23268 -0.627 0.086 0.482 0.317
H -0.26360 3.29088 -0.31704 0.352 -0.230 2.228 0.353
H -2.03465 -1.30328 3.21691 -0.426 -0.749 -0.659 0.367
H 3.37072 -1.19562 -0.15934 0.558 0.222 0.907 0.473
H -2.72345 -5.38506 0.37650 0.238 -0.402 -0.494 0.497
H 2.30998 0.45133 -1.55778 -0.930 -0.093 0.831 0.304
H -3.69824 -5.31771 2.65384 0.414 1.017 -0.225 0.333
H -1.08471 4.12034 -1.51842 0.061 -0.876 -0.296 0.324
H 0.49507 4.56869 -1.39707 0.681 -0.448 0.651 0.359
H 3.07034 1.22426 0.38896 0.955 0.551 0.120 0.531
H 2.42565 -1.90879 -1.33240 -0.477 0.191 -0.460 0.344
H 1.49362 1.99876 0.12548 0.296 0.353 0.619 0.181
```
Forces are in eV/Å.

HOMO: -7.03 eV
Kohn-Sham gap: 7.480 eV
total charge: 0
SMILES string: C=Nc1c(N(C(=O)CC)C(C)C)c(O)c2ccccc2c1O